Entry 1:
# C16H16IN5RuS2

A molecular structure, C16H16IN5RuS2 at a distorted geometry (ωB97M-V/def2-TZVPD, the Open Molecules 2025 dataset).

```
41
Properties=species:S:1:pos:R:3:forces:R:3
I -4.9597 -2.2131 2.8739 0.9 0.5 -0.5
Ru -0.2674 0.1823 -0.6931 0.7 -0.7 0.2
S -0.0989 -1.0866 -2.6553 -1.4 1.1 0.0
S 1.7526 -3.3012 -3.4785 -0.2 -0.7 1.5
N 0.1372 0.5268 1.3733 -2.2 2.5 -0.2
N 1.3280 -2.3599 -0.8896 0.6 -1.0 -1.6
N -3.3695 -0.1679 -0.4972 1.3 -2.3 2.5
N 0.8845 -1.3422 -0.1205 0.7 -1.4 -0.1
N -2.1092 -0.3836 0.0902 -2.6 -0.7 1.9
C 1.0112 -2.7583 -5.0347 1.4 2.6 0.0
C 1.3788 -1.3793 1.1547 1.1 0.8 0.0
C 1.5647 3.0173 0.1266 1.8 0.6 1.5
C 0.7905 1.7776 -1.6509 1.1 1.1 0.3
C -3.7411 -1.2063 1.4511 -0.3 -1.0 -0.9
C 2.1809 1.4926 -1.4094 -0.8 -1.0 -0.9
C 0.5119 2.8697 -0.7393 -1.4 0.1 -1.2
C -0.2594 1.6431 3.4784 1.4 -2.0 -3.1
C 1.3443 -0.2026 3.3121 -0.8 4.1 2.2
C 2.6047 2.2153 -0.2856 -0.7 0.4 0.6
C -2.3280 -1.0458 1.3149 -2.0 1.6 -2.2
C 0.7783 0.8797 4.0400 0.3 -1.4 -0.5
C -0.5064 1.4684 2.1084 0.2 -0.2 0.9
C 0.9875 -2.3156 -2.1434 0.7 0.3 0.2
C -4.3399 -0.7976 0.2500 1.9 1.4 0.0
C 0.9850 -0.2860 1.9913 1.2 -3.7 -1.8
H -1.5654 -1.3263 2.0529 -0.2 0.3 -0.8
H 3.5236 2.0248 0.1912 1.0 0.2 0.5
H 2.2655 -2.0291 1.2855 -0.9 0.3 0.4
H 0.2753 1.6184 -2.5687 -0.1 0.2 -0.9
H 1.1338 1.1048 5.0380 -0.1 -0.2 0.1
H -1.2494 2.0981 1.6094 0.2 -0.4 0.0
H 1.5820 -1.7868 -5.2797 -1.2 -1.4 0.0
H -0.3430 3.5480 -0.7166 0.0 -0.5 -0.2
H 2.1847 -0.6503 3.7632 0.6 -1.1 0.1
H 2.8358 0.7938 -1.9264 -0.4 0.1 -0.2
H -0.8572 2.3110 3.9562 -1.2 1.9 1.6
H 1.1831 -3.4405 -5.8547 0.3 -0.6 0.3
H 1.5521 3.6713 0.9862 0.1 0.0 0.0
H -3.3972 0.2525 -1.4103 -0.1 -0.2 -0.1
H -0.0371 -2.5590 -4.9793 -0.6 0.1 0.2
H -5.3474 -0.8574 -0.1144 -0.2 0.1 0.2
```
Positions in Å, forces in eV/Å.

Frontier orbital gap (spin up / spin down) (eV): 5.61 / 4.84
Multiplicity: 6
Expectation value of S²: 8.791
Charge: +1
Highest occupied orbital energy (spin up / spin down) (eV): -8.9434 / -10.7796

---

Entry 2:
# C3H10O4

3 unconnected molecules or ions with the total composition C3H10O4 at a distorted geometry (ωB97M-V/def2-TZVPD, the Open Molecules 2025 dataset).

```
17
Properties=species:S:1:pos:R:3:forces:R:3
O -6.0374 -3.0461 -0.0366 0.0 0.0 -0.1
O 3.4648 0.7306 0.7830 -0.9 -0.5 -0.3
O -0.2008 3.5147 2.0292 -0.3 -0.3 -0.2
O 3.4577 -0.2231 -1.2262 0.3 0.1 0.3
C 0.6629 -0.8620 -0.4637 0.8 -0.5 0.5
C 1.3419 0.5023 -0.5925 -0.5 1.1 -0.1
C 2.8430 0.3628 -0.3656 -0.3 -0.5 -0.6
H -0.7662 2.7370 2.1134 0.2 0.0 0.3
H -6.0218 -2.3367 -0.6857 0.0 0.1 0.0
H -6.0352 -3.8451 -0.5733 0.0 -0.1 0.1
H 1.3786 -1.6190 -0.7851 -0.3 -0.1 -0.5
H -0.5417 3.8991 1.2167 0.2 0.3 -0.1
H -0.2512 -0.9062 -1.0434 -0.1 -0.1 0.0
H 0.4697 -1.1669 0.5694 -0.3 0.5 0.0
H 4.2204 0.1195 0.7607 0.4 0.5 0.2
H 0.7663 1.2796 -0.0800 0.6 -0.1 0.7
H 1.2489 0.8595 -1.6203 0.3 -0.4 -0.2
```
Positions in Å, forces in eV/Å.

Frontier orbital gap (eV): 11.13
Structure (SMILES): CCC(=O)O.O.O
Highest occupied orbital energy (eV): -10.5441

---

Entry 3:
# C3H3FN2O2

A single C3H3FN2O2 molecule at a distorted geometry (ωB97M-V/def2-TZVPD, the Open Molecules 2025 dataset).

```
11
Properties=species:S:1:pos:R:3:forces:R:3
F 0.4553 1.9314 0.0489 0.0 -1.6 0.4
O 1.8817 0.3037 -0.3436 -1.0 -1.6 2.3
O -2.7083 -0.1311 -0.5576 0.7 -0.4 1.4
N 0.5977 -1.4649 0.1620 0.4 -0.7 -0.3
N 1.8016 -1.2301 -0.0505 -1.8 0.0 -0.7
C -0.2760 -0.3550 0.1098 1.0 -0.5 1.7
C 0.6741 0.5832 0.0719 0.4 5.3 -3.3
C -1.7101 -0.1017 0.5692 0.3 -0.4 0.2
H -1.7031 0.9498 0.9939 -0.3 -0.9 -1.3
H -2.8840 -0.9548 -1.0977 1.0 0.9 1.7
H -1.8213 -0.6526 1.5879 -0.8 -0.1 -2.2
```
Positions in Å, forces in eV/Å.

Frontier orbital gap (eV): 10.78
Structure (SMILES): OCc1nnoc1F
Highest occupied orbital energy (eV): -10.4704

---

Entry 4:
# C5H15N2

2 unconnected molecules or ions with the total composition C5H15N2 at a distorted geometry (ωB97M-V/def2-TZVPD, the Open Molecules 2025 dataset).

```
22
Properties=species:S:1:pos:R:3:forces:R:3
N 2.2886 -0.1942 -1.5665 1.4 -1.0 2.2
N -1.7667 -0.6544 2.2595 0.3 -0.3 -2.5
C -1.9268 0.7053 -0.1595 1.4 3.4 -1.5
C -0.5965 1.3822 -0.1793 0.5 -0.4 0.2
C 1.0361 -0.9220 -1.3412 0.3 0.2 0.6
C 0.6308 -0.7713 0.1479 -1.2 -0.9 -0.2
C 0.5719 0.6871 0.6621 1.1 -0.1 -2.4
H 3.0476 -0.5704 -0.8773 -1.8 0.9 -1.5
H -0.1601 1.3011 -1.2133 -0.6 -0.6 0.4
H 1.1044 -2.0002 -1.6198 -0.3 0.6 0.3
H 2.6119 -0.5309 -2.4382 0.7 0.1 -1.3
H 1.4762 1.2152 0.2597 -0.6 -0.4 0.8
H -1.8139 0.0379 1.1917 -0.3 -2.0 3.3
H -0.5952 2.4663 -0.0362 -0.6 -0.3 0.7
H 0.2926 -0.4366 -2.0038 0.1 -0.5 0.2
H -2.1330 -0.0582 -0.8770 -0.1 -1.3 0.4
H -0.4024 -1.1711 0.1736 0.5 -0.1 0.3
H -2.7067 1.4577 -0.1017 -0.6 -0.5 0.8
H 0.4802 0.8260 1.7303 -0.3 0.0 0.1
H -2.4511 -1.4503 2.2908 0.4 1.3 -0.7
H -1.8870 -0.1340 3.1194 -0.5 1.0 -0.3
H 1.1898 -1.5001 0.7712 0.1 0.8 -0.2
```
Positions in Å, forces in eV/Å.

Frontier orbital gap (eV): 4.95
Charge: +1
Highest occupied orbital energy (eV): -12.9772

---

Entry 5:
# C33H44Cl2N7O8P2Tl

A molecular structure, C33H44Cl2N7O8P2Tl (ωB97M-V/def2-TZVPD, the Open Molecules 2025 dataset).

```
97
Properties=species:S:1:pos:R:3:forces:R:3
Tl 1.0244 1.1754 -0.3400 -0.1 0.0 -0.2
Cl 2.0298 7.3086 4.1435 0.0 0.0 0.0
Cl 5.2578 3.1356 3.0715 0.0 0.0 0.0
P -2.7215 -1.4910 2.0192 -0.4 0.0 0.5
P -0.5577 -2.5972 -0.7169 0.0 0.2 -0.4
O -0.3853 -2.4664 3.4763 0.0 0.1 0.1
O -0.6355 1.5509 -2.4139 0.0 -0.1 0.1
O -3.0131 -2.9294 2.0439 0.1 0.0 -0.2
O 0.2572 3.6978 -1.3315 -0.1 0.0 -0.1
O -1.1848 -0.9754 1.9850 0.2 0.0 0.0
O 3.2229 0.3204 -2.1104 0.1 -0.1 -0.2
O 2.8102 1.9166 1.8885 0.0 0.0 0.1
O 0.6188 -1.6163 -0.5262 -0.1 0.0 0.1
N -3.3589 -0.8091 3.4204 0.2 0.0 0.0
N -0.6942 2.7179 -2.9917 0.0 0.1 0.1
N 0.0317 -4.1639 -0.2147 0.0 0.1 0.2
N -0.2562 3.8239 -2.4620 0.0 0.0 0.0
N -0.4470 -2.8827 -2.4846 0.3 -0.2 0.0
N 0.2746 2.9797 1.9152 0.1 0.0 0.0
N -3.3676 -0.5384 0.8404 0.0 -0.2 -0.2
C 5.1924 -2.1108 1.7475 0.0 0.0 0.0
C -2.3679 2.8735 -6.8424 0.0 0.0 0.0
C -0.9140 3.5203 1.8410 0.0 0.0 0.0
C 1.1170 5.0109 2.9220 0.0 0.1 0.0
C -0.9373 -5.0266 0.4241 0.0 0.0 0.0
C -2.6296 0.0961 -0.2458 0.0 0.1 0.0
C 2.6310 3.0460 2.3956 0.0 0.0 0.0
C -0.6930 -1.7090 -3.2869 -0.1 0.0 0.0
C -1.2610 2.8110 -4.2861 0.0 0.0 0.0
C 1.3484 -4.2611 0.3705 0.0 0.0 -0.2
C 2.8379 -1.8826 -2.8987 0.0 0.0 0.0
C -1.3708 4.0245 -4.9678 0.0 0.0 0.0
C 1.0865 -0.7694 2.6191 0.1 0.0 -0.1
C 4.5089 -2.6438 -0.4960 0.0 0.0 0.0
C 4.0633 -1.3376 -0.6779 -0.1 0.0 0.0
C -1.1905 4.8279 2.2747 0.0 0.0 0.0
C 4.2076 -0.4189 0.3595 0.0 0.0 0.0
C 3.6490 3.8207 3.0034 0.0 0.0 0.0
C -4.7199 -0.9178 0.4602 0.0 0.0 0.0
C -0.1928 -1.5118 2.7757 0.0 0.0 -0.1
C -0.1789 5.5636 2.8200 0.0 0.0 0.0
C -2.2590 1.6755 -6.1526 0.0 0.0 0.0
C -1.1287 -4.0365 -3.0069 0.0 0.0 0.0
C -1.7095 1.6358 -4.8787 0.0 0.0 0.0
C -3.2344 -1.5760 4.6503 -0.1 0.0 0.0
C -3.1739 0.6149 3.6358 0.0 0.0 0.0
C 3.4544 5.0957 3.5242 0.0 0.0 0.0
C 3.3824 -0.8732 -1.9363 0.0 0.0 0.2
C -1.9226 4.0447 -6.2365 0.0 0.0 0.0
C 4.7581 -0.8033 1.5704 0.0 0.0 0.0
C 1.3061 3.6985 2.4169 0.0 0.0 0.0
C 5.0794 -3.0267 0.7099 0.0 0.0 0.0
C 2.2233 5.6893 3.4846 0.0 0.0 0.0
H -2.7896 2.8984 -7.8398 0.0 0.0 0.0
H -2.6032 0.7537 -6.6064 0.0 0.0 0.0
H -3.0752 1.0717 -0.4606 0.0 0.0 0.0
H 1.8406 -5.2057 0.0942 0.0 0.0 0.0
H 3.8692 0.6002 0.2362 0.0 0.0 0.0
H 1.7472 -1.0028 3.4502 0.0 0.0 0.0
H 1.5420 -1.1080 1.6838 0.0 0.0 0.0
H -1.7712 -1.5486 -3.4839 0.0 0.0 0.0
H -3.2118 1.1448 2.6860 0.0 0.0 0.0
H 4.2924 5.6189 3.9666 0.0 0.0 0.0
H -0.9348 -4.9233 1.5187 0.0 0.0 0.0
H -4.0555 -1.3163 5.3276 0.0 0.0 0.0
H -3.9721 0.9980 4.2795 0.0 0.0 0.0
H -0.2031 -1.7988 -4.2676 0.0 0.0 0.0
H -1.6106 0.7171 -4.3201 0.0 0.0 0.0
H -0.3498 6.5733 3.1702 0.0 0.0 0.0
H -5.2391 -0.0354 0.0760 0.0 0.0 0.0
H -3.2787 -2.6374 4.4226 0.0 0.0 0.0
H 1.9635 -3.4337 0.0190 0.0 0.0 0.0
H -2.1875 5.2356 2.1671 0.0 0.0 0.0
H -2.0050 4.9903 -6.7600 0.0 0.0 0.0
H 5.4192 -4.0466 0.8445 0.0 0.0 0.0
H -2.6454 -0.5109 -1.1523 0.0 0.0 0.0
H -0.7127 -4.3240 -3.9830 0.0 0.0 0.0
H 1.8842 -2.2329 -2.4813 0.0 0.0 0.0
H -2.2122 0.8400 4.1171 0.0 0.0 0.0
H -2.2882 -1.3725 5.1668 0.0 0.0 0.0
H 1.3110 -4.2147 1.4703 0.0 0.0 0.0
H -1.0061 -4.8812 -2.3298 0.0 0.0 0.0
H -2.2124 -3.8650 -3.1608 0.0 0.0 0.0
H -1.5936 0.2441 0.0296 0.0 0.0 0.0
H -0.3021 -0.8148 -2.8022 0.0 0.0 0.0
H -0.7416 -6.0812 0.1777 0.0 0.0 0.0
H -1.7018 2.9031 1.4186 0.0 0.0 0.0
H 3.4878 -2.7470 -3.0286 0.0 0.0 0.0
H -1.0240 4.9305 -4.4951 0.0 0.0 0.0
H -1.9436 -4.7738 0.0869 0.0 0.0 0.0
H 4.4028 -3.3746 -1.2860 0.0 0.0 0.0
H 2.6479 -1.3983 -3.8544 0.0 0.0 0.0
H 0.9342 0.3054 2.5298 0.0 0.0 0.0
H -5.2673 -1.2966 1.3231 0.0 0.0 0.0
H 4.8272 -0.0710 2.3651 0.0 0.0 0.0
H 5.6142 -2.4202 2.6967 0.0 0.0 0.0
H -4.7127 -1.6906 -0.3165 0.0 0.0 0.0
```
Positions in Å, forces in eV/Å.

Frontier orbital gap (eV): 5.70
Charge: -2
Highest occupied orbital energy (eV): -1.6175

---

Entry 6:
# C35H32N6O2Pd

A molecular structure, C35H32N6O2Pd at a distorted geometry (ωB97M-V/def2-TZVPD, the Open Molecules 2025 dataset).

```
76
Properties=species:S:1:pos:R:3:forces:R:3
Pd -1.5995 0.3214 0.3795 0.5 -0.1 0.9
O -1.5074 -1.6798 0.5205 0.1 0.4 -0.2
O -0.5311 -4.0489 0.0442 0.2 0.4 -0.4
N -2.2131 2.2471 0.8519 0.1 -0.1 0.0
N -2.6806 -0.0608 2.0457 -0.3 0.0 -0.2
N 2.4871 -0.0852 -0.4991 -0.1 -0.1 0.1
N -2.7430 -1.3351 2.4620 0.0 0.2 -0.1
N 0.3967 0.6379 0.2140 -0.4 0.2 -0.2
N 0.7345 -0.0476 -1.9725 0.0 0.0 0.1
C -1.9539 -3.5343 1.9470 0.3 -0.1 -0.4
C -3.0511 0.9889 -3.4282 0.1 0.0 0.0
C 1.0453 1.9732 2.1504 0.0 0.0 0.0
C 3.9493 0.4877 -2.3754 0.0 0.0 0.0
C -3.1318 0.9688 2.6732 0.1 -0.1 -0.1
C 4.5062 -2.2486 -2.7304 0.0 0.0 0.0
C 1.4205 0.8358 4.2601 0.0 0.0 0.0
C -2.5121 4.5936 0.6348 0.0 0.0 0.0
C -1.7066 -6.2282 2.6406 -0.2 0.1 0.2
C -3.2023 4.6286 1.8321 0.0 0.0 0.0
C 1.1939 0.1594 -0.7315 0.1 -0.2 -0.2
C 1.3515 1.9984 3.5086 0.0 0.0 0.0
C -2.4812 -5.3674 3.4344 0.0 0.0 0.0
C -1.5901 0.5890 -1.5970 -0.1 0.0 -0.4
C -2.0018 0.7094 -4.2928 0.0 0.0 0.0
C -0.7394 0.3739 -3.8288 0.0 0.0 0.0
C 1.0416 3.2467 1.3545 0.0 0.0 0.0
C -2.0275 3.3760 0.1768 0.0 0.0 0.0
C -2.0845 -2.1231 1.6309 0.0 -0.3 0.3
C 0.3904 0.0648 -4.7729 0.0 0.0 0.0
C 0.8844 -0.4615 2.3243 0.0 0.0 0.0
C 0.8036 0.7193 1.5685 -0.1 0.0 0.1
C 3.6446 1.9505 -2.1980 0.0 0.0 0.0
C -1.1788 -4.4207 1.1496 -0.4 -0.1 0.5
C 3.6591 -1.8409 -1.7142 0.0 0.0 0.0
C -2.8459 0.9380 -2.0573 0.0 0.0 0.1
C -2.9125 2.2632 2.0249 -0.1 0.0 0.0
C -1.0646 -5.7654 1.5201 0.0 0.3 -0.2
C -0.5334 0.3187 -2.4401 0.0 0.0 0.1
C 5.0687 -1.2974 -3.5707 0.0 0.0 0.0
C 3.3933 -0.4878 -1.5459 0.0 0.1 -0.1
C 1.1988 -0.4033 3.6662 0.0 -0.1 0.0
C -2.5967 -4.0433 3.0895 -0.1 -0.3 0.2
C 4.7915 0.0498 -3.3938 0.0 0.0 0.0
C -3.4064 3.4461 2.5370 0.0 0.0 0.0
H 4.7265 -3.2983 -2.8650 0.0 0.0 0.0
H -3.9583 3.4388 3.4668 0.0 0.0 0.0
H -2.9842 -5.7451 4.3130 0.0 0.0 0.0
H -2.3427 5.4878 0.0530 0.0 0.0 0.0
H 1.5511 2.9524 3.9814 0.0 0.0 0.0
H 4.4600 2.5597 -2.5828 0.0 0.0 0.0
H -4.0284 1.2404 -3.8159 0.0 0.0 0.0
H 3.4924 2.2097 -1.1508 0.0 0.0 0.0
H 2.8057 -0.0350 0.4577 0.0 0.0 0.0
H 1.2682 -1.3116 4.2489 0.0 0.0 0.0
H 0.7116 3.0879 0.3289 0.0 0.0 0.0
H -0.4710 -6.4158 0.8927 0.0 0.0 0.0
H 0.4026 3.9983 1.8215 0.0 0.0 0.0
H -1.6156 -7.2712 2.9127 0.0 0.0 0.0
H -3.6347 0.8745 3.6303 0.0 0.0 0.0
H 3.2048 -2.5620 -1.0455 0.0 0.0 0.0
H -3.5912 5.5622 2.2152 0.0 0.0 0.0
H 2.7419 2.2360 -2.7466 0.0 0.0 0.0
H -0.7513 -3.1171 -0.1445 0.1 -0.3 0.0
H 0.0708 0.1910 -5.8040 0.0 0.0 0.0
H -3.1887 -3.3684 3.6906 0.0 0.0 0.0
H 2.0485 3.6661 1.3197 0.0 0.0 0.0
H -1.4790 3.2961 -0.7520 0.0 0.0 0.0
H 1.6588 0.8930 5.3138 0.0 0.0 0.0
H -3.6653 1.1417 -1.3777 0.0 0.0 0.0
H -2.1684 0.7522 -5.3611 0.0 0.0 0.0
H 0.6994 -1.4131 1.8380 0.0 0.0 0.0
H 0.7342 -0.9678 -4.6641 0.0 0.0 0.0
H 1.4085 -0.3905 -2.6440 0.0 0.0 0.0
H 1.2459 0.7258 -4.6093 0.0 0.0 0.0
H 5.2479 0.7818 -4.0482 0.0 0.0 0.0
H 5.7342 -1.6065 -4.3653 0.0 0.0 0.0
```
Positions in Å, forces in eV/Å.

Frontier orbital gap (eV): 4.80
Charge: +2
Highest occupied orbital energy (eV): -13.0216

---

These records have energy above the lowest of the compared OMol25 structures with the same formula, charge and spin values of 0.00, 68.53, 451.97, 573.17, 70.81, 51.78 kJ/mol, in the order they appear.